1.
{"formula": "C5H14N3", "method": "the ωB97M-V functional and the def2-TZVPD basis", "species": ["C", "C", "C", "C", "C", "N", "N", "N", "H", "H", "H", "H", "H", "H", "H", "H", "H", "H", "H", "H", "H", "H"], "coordinates": [[0.175, -2.263, -0.285], [-1.292, -2.044, -0.791], [0.613, -0.996, 0.354], [-1.467, -0.571, -0.550], [0.936, 2.905, 0.218], [1.868, 2.014, 0.374], [-0.252, 2.463, 0.394], [-0.526, -0.161, 0.559], [0.298, -3.118, 0.371], [0.915, -2.415, -1.164], [-1.385, -2.300, -1.940], [-2.105, -2.775, -0.292], [1.135, -1.061, 1.340], [1.342, -0.484, -0.226], [-1.087, 0.159, -1.308], [-2.503, -0.326, -0.313], [1.116, 3.909, -0.085], [1.586, 1.160, 0.781], [2.912, 2.060, 0.274], [-1.064, 2.948, 0.307], [-0.222, 1.307, 0.521], [-0.994, -0.412, 1.460]], "total_charge": 1, "mol_weight_g_mol": 116.2, "max_force_ha_per_bohr": 0.079, "homo_ev": -14.14, "e_above_lowest_kcal_mol": 44.1, "e_lumo_ev": -2.8}



2.
{"formula": "C28H47MnN6O4Se", "method": "the ωB97M-V functional and the def2-TZVPD basis", "species": ["Mn", "C", "C", "C", "C", "C", "C", "N", "C", "C", "N", "C", "C", "O", "O", "C", "C", "C", "C", "C", "C", "N", "C", "C", "N", "C", "C", "O", "O", "H", "H", "H", "H", "H", "H", "H", "H", "H", "H", "H", "H", "H", "H", "H", "H", "H", "H", "H", "H", "H", "H", "H", "H", "H", "H", "H", "H", "H", "H", "H", "H", "H", "H", "H", "H", "H", "H", "H", "C", "N", "C", "Se", "N", "C", "C", "C", "C", "C", "C", "H", "H", "H", "H", "H", "H", "H", "H"], "coordinates": [[0.307, 0.083, 0.032], [-1.631, 1.624, -3.122], [-1.360, 0.173, -2.736], [-2.661, -0.269, -1.955], [-2.933, -1.563, -1.143], [-2.674, -2.846, -1.921], [-4.367, -1.517, -0.635], [-1.967, -1.603, 0.074], [-2.283, -1.361, 1.524], [-0.992, -1.128, 2.367], [-0.331, 0.181, 2.156], [-1.264, 1.266, 2.466], [-2.078, 1.645, 1.218], [-3.112, 2.267, 1.337], [-1.531, 1.263, 0.108], [1.060, 0.317, 2.710], [1.113, -0.045, 4.193], [1.724, 1.724, 2.550], [1.976, 2.534, 1.209], [1.558, 3.989, 1.435], [3.444, 2.482, 0.822], [1.134, 1.950, 0.139], [1.119, 2.311, -1.313], [1.068, 1.066, -2.259], [0.006, -0.013, -2.098], [0.588, -1.326, -2.496], [0.837, -2.338, -1.361], [1.106, -3.478, -1.672], [0.672, -1.913, -0.140], [-2.577, 1.675, -3.660], [-0.868, 2.026, -3.785], [-1.722, 2.248, -2.235], [-1.326, -0.407, -3.663], [-3.416, -0.305, -2.746], [-2.939, 0.564, -1.316], [-3.240, -2.820, -2.851], [-3.005, -3.718, -1.353], [-1.622, -2.985, -2.171], [-5.046, -1.584, -1.484], [-4.581, -0.584, -0.112], [-4.578, -2.359, 0.024], [-1.359, -2.423, 0.009], [-1.358, -0.836, -0.176], [-2.780, -2.249, 1.910], [-2.977, -0.528, 1.591], [-0.271, -1.920, 2.152], [-1.309, -1.236, 3.411], [-0.728, 2.154, 2.798], [-1.956, 1.002, 3.270], [1.663, -0.419, 2.155], [0.445, 0.603, 4.766], [2.123, 0.074, 4.587], [0.824, -1.081, 4.363], [2.713, 1.558, 2.983], [1.229, 2.397, 3.255], [2.132, 4.433, 2.249], [0.497, 4.062, 1.689], [1.737, 4.583, 0.536], [4.051, 2.875, 1.638], [3.640, 3.103, -0.053], [3.752, 1.466, 0.580], [0.184, 2.178, 0.433], [2.033, 2.831, -1.602], [0.282, 2.983, -1.498], [2.007, 0.540, -2.079], [1.101, 1.431, -3.288], [1.539, -1.196, -3.016], [-0.072, -1.823, -3.206], [2.991, -3.702, 0.959], [3.498, -2.543, 1.672], [4.013, -1.427, 1.111], [4.072, -0.950, -0.655], [4.477, -0.655, 2.130], [4.258, -1.271, 3.353], [4.535, -0.894, 4.656], [4.138, -1.768, 5.658], [3.494, -2.972, 5.363], [3.226, -3.349, 4.055], [3.621, -2.473, 3.057], [3.155, -3.559, -0.104], [1.922, -3.816, 1.127], [3.523, -4.589, 1.301], [4.991, 0.192, 1.959], [5.043, 0.033, 4.885], [4.339, -1.514, 6.690], [3.207, -3.629, 6.172], [2.739, -4.287, 3.827]], "total_charge": 1, "mol_weight_g_mol": 665.6, "max_force_ha_per_bohr": 0.020, "spin_multiplicity": 6, "s2": 8.75, "homo_ev": [-10.11, -10.12], "e_above_lowest_kcal_mol": 24.8, "e_lumo_ev": [-2.0, -2.0]}



3.
{"formula": "C4H7NO2", "method": "the ωB97M-V functional and the def2-TZVPD basis", "species": ["C", "O", "C", "C", "C", "N", "O", "H", "H", "H", "H", "H", "H", "H"], "coordinates": [[-1.778, -1.100, 0.762], [-1.991, 0.606, 0.655], [-0.847, 1.142, 0.262], [0.084, 0.351, -0.295], [1.460, 0.782, -0.393], [2.303, -0.111, -1.025], [1.853, 1.852, 0.048], [-1.781, -1.057, 1.829], [-2.701, -1.319, 0.273], [-1.001, -1.863, 0.432], [-0.690, 2.217, 0.386], [-0.244, -0.495, -0.893], [2.047, -1.083, -1.115], [3.286, 0.079, -0.924]], "total_charge": 0, "mol_weight_g_mol": 101.1, "max_force_ha_per_bohr": 0.056, "smiles": "CO/C=C/C(N)=O", "homo_ev": -8.76, "e_above_lowest_kcal_mol": 73.9, "e_lumo_ev": 0.4}